Below is a molecular structure, C28H30N8OPdSeSi2 in a non-equilibrium geometry, with properties calculated with ωB97M-V/def2-TZVPD.

Last column: Mulliken spin population.
CARTESIAN COORDINATES (ANGSTROEM)
Pd: 0.16247 0.49858 -0.22509  1.71
C: -2.64551 1.00525 -3.23712  0.01
Si: -1.06913 0.10548 -3.58904  -0.03
C: -1.25724 -1.15232 -4.93553  0.05
C: 0.22594 1.34067 -4.08289  0.03
C: -0.59113 -0.88398 -2.01584  0.68
C: -1.76640 -1.20384 -1.14787  -0.02
C: -2.83095 -2.01391 -1.52222  0.08
C: -3.85226 -2.23325 -0.61420  0.00
C: -3.80441 -1.63623 0.63962  0.01
C: -2.73092 -0.82910 0.94073  0.01
N: -1.73362 -0.62364 0.07055  -0.01
Si: 0.77501 -2.21832 -1.97780  -0.06
C: 1.20884 -2.54194 -0.19710  0.05
C: 2.26344 -1.65295 -2.92236  0.01
C: 0.06757 -3.75349 -2.73080  0.05
H: -2.86945 1.70555 -4.04468  0.00
H: -2.55824 1.58002 -2.30967  0.00
H: -3.50231 0.33720 -3.13986  0.00
H: -1.72400 -0.65296 -5.78963  0.00
H: -1.87895 -2.00718 -4.67163  0.00
H: -0.28090 -1.52098 -5.25688  0.00
H: -0.16661 1.89171 -4.94193  0.00
H: 1.16285 0.88019 -4.39986  0.00
H: 0.42572 2.06699 -3.29249  -0.01
H: -2.85276 -2.46380 -2.50460  0.00
H: -4.68696 -2.86642 -0.88510  0.00
H: -4.58806 -1.78467 1.36776  0.00
H: -2.64809 -0.32231 1.89276  0.00
H: 1.62099 -1.67400 0.33148  -0.01
H: 1.98529 -3.31104 -0.16211  0.00
H: 0.34766 -2.91505 0.36256  0.00
H: 2.92522 -1.00764 -2.33937  0.00
H: 1.99905 -1.13846 -3.84779  0.00
H: 2.83964 -2.53822 -3.20336  0.00
H: -0.87339 -4.06856 -2.28032  0.00
H: 0.79224 -4.55698 -2.57058  0.01
H: -0.07341 -3.64202 -3.80587  0.00
Se: 5.12974 4.53609 3.98507  0.00
N: 3.82402 3.39439 4.38290  0.00
C: 3.41655 2.88905 3.24705  0.00
C: 2.35930 1.87683 3.15486  0.01
C: 1.73923 1.31821 4.27588  0.00
C: 0.79132 0.33418 4.10478  0.00
C: 0.45526 -0.05147 2.81076  0.02
N: 1.03735 0.48317 1.74601  0.16
C: 1.98418 1.43256 1.89799  0.02
C: 2.64186 1.92397 0.67642  0.01
N: 2.21519 1.40966 -0.49455  0.12
C: 2.84206 1.74696 -1.61195  0.01
C: 3.91097 2.64200 -1.62588  0.00
C: 4.32387 3.20400 -0.43886  0.00
C: 3.68462 2.83457 0.74757  0.00
C: 4.07545 3.35415 2.06258  0.00
N: 5.02366 4.23971 2.23248  0.00
H: 2.02522 1.66349 5.26106  0.00
H: 0.29891 -0.13112 4.94597  0.00
H: -0.28732 -0.81576 2.61969  0.00
H: 2.48985 1.28673 -2.52513  -0.02
H: 4.39763 2.87830 -2.56128  0.00
H: 5.14440 3.90885 -0.39862  0.00
N: -0.33157 4.88237 -0.92084  0.06
C: -0.52897 3.77223 -0.21607  0.07
O: -0.39521 2.64074 -0.68771  0.14
C: -0.92235 3.96122 1.21251  0.33
C: -0.90660 5.24096 1.78256  -0.04
N: -0.83402 6.30397 2.23069  0.29
C: -1.33592 2.85095 1.97549  -0.01
N: -1.68061 1.95338 2.61377  0.26
H: -0.10607 4.79337 -1.89976  0.00
H: -0.51712 5.80439 -0.55593  0.00

Atomic forces in eV per Å
Pd 0.61 0.33 0.33
C -0.23 0.14 0.14
Si 0.14 -0.02 0.31
C 0.03 -0.14 -0.23
C 0.15 0.13 -0.04
C -0.67 -0.70 -0.34
C 0.28 0.11 -0.04
C -0.05 -0.05 0.04
C -0.03 -0.02 0.00
C -0.05 -0.04 -0.02
C 0.19 0.13 0.05
N 0.09 0.06 -0.40
Si -0.16 0.32 0.05
C 0.04 0.02 0.25
C 0.20 0.05 -0.13
C -0.05 -0.19 -0.10
H 0.01 0.00 0.00
H -0.06 0.02 -0.03
H 0.00 0.01 0.02
H 0.02 -0.04 -0.03
H -0.02 0.01 0.01
H -0.03 -0.05 -0.04
H 0.04 0.01 -0.01
H 0.00 0.03 0.02
H 0.01 0.01 0.00
H 0.01 -0.01 -0.01
H 0.00 0.00 0.01
H -0.01 -0.01 -0.01
H -0.02 0.04 0.02
H 0.00 -0.04 0.00
H -0.01 -0.01 0.02
H 0.03 0.01 0.03
H -0.05 -0.04 -0.02
H 0.03 -0.03 -0.02
H 0.06 0.04 0.00
H -0.01 0.01 0.01
H -0.02 -0.02 -0.04
H -0.03 -0.04 -0.01
Se -0.02 0.00 -0.03
N 0.15 0.10 -0.21
C -0.25 -0.23 0.08
C 0.29 0.24 0.20
C -0.03 -0.04 0.08
C 0.05 0.00 -0.04
C 0.10 -0.14 -0.02
N -0.31 0.32 0.03
C 0.01 -0.12 -0.36
C -0.23 -0.24 0.13
N -0.17 0.03 0.09
C 0.04 0.04 -0.02
C -0.02 -0.05 0.02
C 0.07 0.02 -0.03
C 0.22 0.23 0.21
C -0.02 -0.07 -0.29
N -0.11 -0.07 0.23
H 0.00 -0.01 0.00
H 0.00 0.00 0.01
H -0.03 0.05 0.02
H -0.04 0.05 0.01
H 0.00 0.01 0.00
H -0.01 0.00 0.00
N -0.06 -0.18 -0.09
C -0.08 0.25 0.42
O -0.03 -0.35 -0.09
C -0.06 0.01 -0.08
C 0.06 -0.18 0.15
N -0.03 0.09 -0.05
C 0.08 0.24 -0.12
N -0.04 -0.03 -0.08
H 0.03 0.02 -0.03
H 0.00 -0.01 0.05

Values from the calculation:
Net charge: +2
E_LUMO (spin up / spin down), eV: -6.10 / -8.89
Largest force on an atom, eV Å⁻¹: 1.0
Orbital gap (spin up / spin down), eV: 7.88 / 5.32
Spin multiplicity: 5
DFT total energy, a.u.: -4706.0393
ΔE to the lowest compared entry with this formula, charge and spin, eV: 0.000
Highest occupied orbital energy (spin up / spin down), eV: -14.0 / -14.2